[1]
Density functional theory data (ωB97M-V/def2-TZVPD) for a single CH3ClN2O2 molecule at a distorted geometry.

* energy relative to the best compared isomer or geometry (same formula, charge and spin): 140.4 kcal per mole
* largest force on an atom: 0.091 Eh/bohr
* multiplicity: 1
* DFT total energy: -759.7876 Ha
* lowest unoccupied orbital energy (alpha / beta): -0.0683 / -0.0684 Eh
* HOMO energy (alpha / beta): -9.26 / -9.26 eV
* HOMO-LUMO gap (alpha / beta): 7.40 / 7.40 eV
* net charge: 0

Geometry as XYZ:
```
9
Properties=species:S:1:pos:R:3:forces:R:3
C -0.0442 1.0011 0.1124 2.2 -1.1 0.2
N 1.2306 -1.3283 -0.7395 2.7 2.0 -3.3
N 1.2265 1.3386 -0.0091 0.4 1.9 0.1
O 2.0355 0.8179 0.8881 0.1 0.3 0.1
O 1.6690 2.1780 -0.8382 -0.3 -1.3 0.5
Cl 2.4991 -0.9878 0.0904 -0.1 -0.4 0.2
H -0.6130 1.3894 -0.6522 -1.7 0.6 -1.1
H -0.2888 0.4031 0.9551 -0.4 -0.2 0.3
H 0.5358 -1.6801 -0.2114 -2.8 -1.9 2.9
```
Positions in Å, forces in eV/Å.


[2]
Density functional theory data (ωB97M-V/def2-TZVPD) for a molecular structure, C25H24IN2O6Ru.

* energy relative to the best compared isomer or geometry (same formula, charge and spin): 0.0 kcal per mole
* ⟨S²⟩: 8.79
* largest force on an atom: 0.007 Eh/bohr
* multiplicity: 6
* DFT total energy: -1920.5129 Ha
* lowest unoccupied orbital energy (alpha / beta): -0.0265 / -0.1192 Eh
* HOMO energy (alpha / beta): -7.62 / -7.62 eV
* HOMO-LUMO gap (alpha / beta): 6.90 / 4.38 eV
* net charge: 0

Geometry as XYZ:
```
59
Properties=species:S:1:pos:R:3:forces:R:3
Ru -1.0312 -0.5287 -1.5386 -0.3 0.1 -0.1
O -0.3065 -1.3549 5.4300 0.0 0.0 0.0
C -1.1002 -2.0366 4.7514 0.1 -0.1 0.3
O -1.7268 -3.0760 5.0001 0.0 0.1 0.0
C -1.3023 -1.4970 3.3230 -0.1 0.1 -0.3
C -0.7331 -0.2841 2.9580 0.0 0.0 0.1
C -0.8075 0.1304 1.6483 0.0 -0.1 -0.1
N -1.3856 -0.6087 0.6929 0.0 0.1 0.1
C -1.9902 -1.7539 1.0478 0.0 0.1 0.1
C -1.9920 -2.2144 2.3487 0.0 0.0 0.1
C -2.6041 -2.5391 -0.0837 0.2 -0.1 -0.2
O -3.3773 -3.4373 0.1046 -0.1 -0.1 0.0
O -2.1698 -2.1664 -1.2845 -0.3 -0.2 0.2
H -0.2195 0.2816 3.7264 0.0 0.0 -0.1
H -0.3743 1.0681 1.3274 0.1 0.1 0.0
H -2.4755 -3.1443 2.6179 0.0 0.0 0.0
C 0.4919 2.7627 -1.0138 0.0 0.0 0.0
C 1.9605 2.4176 -0.7586 0.0 0.0 0.0
C 2.7054 2.1635 -2.0717 0.0 0.0 0.0
C 2.1683 1.2968 0.2355 0.0 0.0 0.0
C 2.6603 1.5519 1.4837 0.0 0.0 0.1
C 2.9256 0.5090 2.3899 0.0 0.0 0.0
C 2.8035 -0.8288 2.0018 0.0 0.1 0.1
C 2.3400 -1.1671 0.7575 0.0 0.0 -0.1
C 2.3493 -2.6066 0.3075 0.0 0.0 0.0
C 0.9640 -3.2462 0.2445 0.0 -0.1 0.0
C 3.1123 -2.7847 -1.0094 0.0 0.0 0.0
C 1.8608 -0.0895 -0.1038 0.1 0.0 0.0
O 1.1738 -0.3470 -1.1296 0.0 0.0 0.0
H 0.4292 3.6421 -1.6581 0.0 0.0 0.0
H -0.0422 2.9900 -0.0899 0.0 0.0 0.0
H -0.0290 1.9525 -1.5271 0.0 0.0 0.0
H 2.4105 3.2969 -0.2902 0.0 0.0 0.0
H 2.2790 1.3166 -2.6102 0.0 0.0 0.0
H 3.7618 1.9569 -1.8930 0.0 0.0 0.0
H 2.6387 3.0444 -2.7124 0.0 0.0 0.0
H 2.8529 2.5748 1.7849 0.0 0.0 0.0
H 3.2745 0.7439 3.3873 0.0 0.0 0.0
H 3.0850 -1.6107 2.6961 0.0 0.0 0.0
H 2.9039 -3.1375 1.0852 0.0 0.0 0.0
H 0.3674 -2.8448 -0.5730 0.0 0.0 0.0
H 0.4189 -3.1088 1.1780 0.0 0.0 0.0
H 1.0705 -4.3186 0.0742 0.0 0.0 0.0
H 2.5857 -2.3089 -1.8369 0.0 0.0 0.0
H 3.2053 -3.8477 -1.2361 0.0 0.0 0.0
H 4.1180 -2.3639 -0.9517 0.0 0.0 0.0
I -4.2825 3.9473 1.0128 0.0 0.0 0.0
C -3.7408 3.0039 -0.7516 0.0 -0.1 -0.1
C -4.0492 3.5438 -1.9901 0.0 0.1 0.0
C -3.6543 2.8625 -3.1293 0.0 0.0 0.0
C -2.9552 1.6781 -2.9912 -0.1 0.0 0.0
N -2.6507 1.1600 -1.7979 0.2 0.2 0.0
C -3.0434 1.8080 -0.6978 0.0 -0.1 0.0
H -4.5914 4.4772 -2.0629 0.0 0.0 0.0
H -3.8812 3.2446 -4.1150 0.0 0.0 0.0
H -2.6333 1.1158 -3.8579 0.0 0.0 0.0
H -2.7894 1.3449 0.2472 0.0 0.0 0.0
O -0.2809 -1.6144 -4.4760 0.0 -0.1 -0.3
C -0.6974 -1.0194 -3.6202 0.2 0.1 0.1
```
Positions in Å, forces in eV/Å.


[3]
Density functional theory data (ωB97M-V/def2-TZVPD) for 3 unconnected molecules or ions with the total composition C3H8BrN3 at a distorted geometry.

* energy relative to the best compared isomer or geometry (same formula, charge and spin): 27.0 kcal per mole
* largest force on an atom: 0.097 Eh/bohr
* multiplicity: 1
* DFT total energy: -2857.2403 Ha
* lowest unoccupied orbital energy: -0.0309 Eh
* HOMO energy: -7.33 eV
* HOMO-LUMO gap: 6.49 eV
* net charge: 0

Geometry as XYZ:
```
15
Properties=species:S:1:pos:R:3:forces:R:3
C -1.0161 2.3274 0.0845 -1.4 0.8 0.3
C 0.5046 -1.7536 0.2919 0.1 -4.6 1.9
C 1.8772 0.1489 0.3539 -1.1 1.3 -1.7
N -2.0825 2.7544 0.3205 -1.3 0.8 0.5
N 0.1066 -0.0794 -1.2638 3.7 0.3 1.7
N 0.8949 -0.5133 -0.1851 0.2 2.3 -1.5
Br -2.7879 -0.7891 0.1991 0.1 -0.2 -0.2
H 1.1173 -2.6423 -0.1063 -1.1 1.5 -0.5
H 0.8292 -1.8795 1.3413 -0.6 0.6 -0.2
H -0.6144 -1.8699 0.2282 0.9 0.1 0.0
H 2.0489 1.1584 -0.0700 0.0 -0.8 0.4
H 2.5104 -0.2151 1.1536 -0.5 -0.3 -0.1
H -3.0609 3.1455 0.5719 2.9 -1.4 -0.8
H 0.3465 0.9156 -1.4518 -1.4 -1.3 -0.2
H -0.6738 -0.7080 -1.4678 -0.4 1.0 0.3
```
Positions in Å, forces in eV/Å.


[4]
Density functional theory data (ωB97M-V/def2-TZVPD) for a molecular structure, C7H10 at a distorted geometry.

* energy relative to the best compared isomer or geometry (same formula, charge and spin): 109.3 kcal per mole
* largest force on an atom: 0.044 Eh/bohr
* multiplicity: 1
* DFT total energy: -272.5437 Ha
* lowest unoccupied orbital energy: 0.0352 Eh
* HOMO energy: -7.30 eV
* HOMO-LUMO gap: 8.26 eV
* net charge: 0

Geometry as XYZ:
```
17
Properties=species:S:1:pos:R:3:forces:R:3
C 2.0527 -0.0577 0.1216 -0.2 0.0 -0.2
C 0.5393 0.0525 0.0086 0.0 0.4 0.3
C -0.3623 -0.8159 0.8889 0.1 0.0 0.2
C -1.5207 -0.4132 -0.0351 -0.1 -0.1 0.1
C -0.7408 -0.7530 -1.2904 0.8 1.1 0.3
C -1.4375 1.1370 0.0688 0.0 0.2 0.1
C -0.1336 1.3938 0.0307 -0.3 0.2 0.2
H 2.5806 0.5077 -0.6529 -0.1 -0.1 0.1
H 2.3554 0.3622 1.0950 -0.1 -0.1 -0.2
H 2.4162 -1.0934 0.1012 -0.2 0.2 -0.1
H -0.4220 -0.4877 1.9292 0.0 0.0 0.0
H -0.1443 -1.8893 0.8261 0.1 0.2 0.0
H -2.5170 -0.8461 0.1086 0.2 0.0 -0.1
H -0.9895 -0.1340 -2.1528 0.4 -0.1 0.0
H 0.3159 -1.0220 -1.1741 -0.3 -2.1 -0.8
H -2.2639 1.8311 0.1014 0.0 -0.1 0.1
H 0.4051 2.3323 0.0003 -0.2 0.0 0.1
```
Positions in Å, forces in eV/Å.